Entry 1:
Density functional theory data (the ωB97M-V functional and the def2-TZVPD basis) for a structure of composition C24H10Cl80NO5P at a distorted geometry.

Atoms and positions in Å:
N  4.654  0.638  -1.276
C  3.241  0.669  -0.829
C  2.169  0.731  -2.018
C  0.738  1.144  -1.376
O  0.250  2.243  -2.171
C  -0.553  3.141  -1.451
O  -0.418  3.484  -0.274
P  -0.436  -0.345  -1.288
O  -0.167  -1.444  -2.307
O  -0.156  -1.049  0.254
O  -2.065  0.169  -1.253
H  5.241  1.240  -0.690
H  4.761  0.852  -2.270
H  3.017  -0.300  -0.254
H  3.097  1.539  -0.097
H  2.113  -0.317  -2.469
H  2.459  1.472  -2.845
H  0.983  1.420  -0.291
H  -1.385  3.662  -2.047
H  0.424  -0.414  0.742
H  -2.365  0.087  -2.187
C  -4.700  -2.483  -3.013
Cl  -3.565  -2.678  -1.665
Cl  -4.388  -0.930  -3.822
Cl  -4.476  -3.814  -4.169
Cl  -6.368  -2.517  -2.398
C  -5.947  2.207  -1.661
Cl  -4.512  1.163  -1.632
Cl  -7.407  1.202  -1.625
Cl  -5.929  3.274  -0.242
Cl  -5.937  3.189  -3.141
C  6.610  -1.599  0.944
Cl  4.919  -1.627  1.489
Cl  7.489  -2.971  1.660
Cl  6.657  -1.716  -0.823
Cl  7.370  -0.077  1.457
C  0.529  2.479  3.608
Cl  1.578  1.382  2.676
Cl  -1.049  2.609  2.811
Cl  0.315  1.838  5.251
Cl  1.280  4.085  3.696
C  3.965  7.452  4.510
Cl  2.920  8.474  5.531
Cl  4.636  8.430  3.191
Cl  5.289  6.781  5.481
Cl  3.001  6.125  3.830
C  1.621  10.003  0.797
Cl  1.862  9.898  2.552
Cl  0.191  10.999  0.453
Cl  3.051  10.741  0.047
Cl  1.380  8.372  0.136
C  2.668  -3.822  3.996
Cl  1.768  -2.569  3.113
Cl  2.711  -3.412  5.724
Cl  1.864  -5.390  3.780
Cl  4.325  -3.914  3.367
C  9.377  -4.513  -1.752
Cl  10.469  -5.615  -2.616
Cl  7.804  -4.477  -2.574
Cl  9.163  -5.082  -0.084
Cl  10.077  -2.881  -1.735
C  -3.463  -0.934  2.359
Cl  -1.987  -0.123  2.923
Cl  -3.920  -0.302  0.763
Cl  -3.166  -2.682  2.238
Cl  -4.781  -0.636  3.513
C  6.311  -8.068  1.590
Cl  5.241  -7.031  2.554
Cl  6.978  -7.133  0.236
Cl  7.640  -8.658  2.611
Cl  5.389  -9.450  0.962
C  -8.502  -4.487  0.748
Cl  -7.056  -3.611  1.293
Cl  -8.994  -3.882  -0.847
Cl  -8.134  -6.219  0.631
Cl  -9.820  -4.236  1.911
C  -1.160  1.802  -5.834
Cl  -1.327  0.775  -7.272
Cl  0.151  2.974  -6.089
Cl  -2.684  2.671  -5.547
Cl  -0.782  0.792  -4.425
C  -5.753  -8.635  -2.142
Cl  -7.377  -8.789  -1.434
Cl  -5.473  -6.945  -2.609
Cl  -4.532  -9.126  -0.948
Cl  -5.629  -9.673  -3.578
C  -0.714  2.542  9.022
Cl  0.412  2.293  10.372
Cl  -0.348  4.085  8.223
Cl  -0.540  1.215  7.854
Cl  -2.379  2.573  9.637
C  -2.053  6.456  3.871
Cl  -2.244  5.478  2.402
Cl  -0.676  7.559  3.672
Cl  -3.532  7.399  4.152
Cl  -1.761  5.388  5.260
C  7.224  0.028  -4.629
Cl  6.242  -1.447  -4.744
Cl  6.162  1.426  -4.358
Cl  8.364  -0.124  -3.276
Cl  8.126  0.258  -6.140
C  -8.017  -0.737  -5.613
Cl  -6.798  0.495  -6.002
Cl  -9.096  -0.124  -4.344
Cl  -8.970  -1.102  -7.067
Cl  -7.213  -2.216  -5.046
C  -7.156  -13.191  -1.474
Cl  -8.841  -13.267  -0.918
Cl  -6.252  -14.569  -0.812
Cl  -7.115  -13.254  -3.248
Cl  -6.417  -11.675  -0.919
C  -0.366  4.716  -9.743
Cl  1.083  5.602  -9.225
Cl  -0.874  5.295  -11.342
Cl  0.002  2.981  -9.831
Cl  -1.675  4.987  -8.573
C  4.403  7.068  9.683
Cl  4.743  8.282  10.934
Cl  3.906  7.881  8.185
Cl  5.866  6.108  9.376
Cl  3.098  5.997  10.236

Summary:
Lowest unoccupied orbital energy in eV: -0.21
E_tot in Eh: -38507.9082
Orbital gap in eV: 9.07
Largest force on an atom in eV Å⁻¹: 3.577

Löwdin population analysis, charges in e, atoms 1 to 5: -0.037, -0.286, -0.119, -0.332, -0.144


Entry 2:
Density functional theory data (the ωB97M-V functional and the def2-TZVPD basis) for a structure of composition C31H32BrF4GeO5PPdSe at a distorted geometry.

Atoms and positions in Å:
Pd  -0.696  -0.090  1.143
O  1.662  -0.461  -2.157
C  1.468  -0.164  -1.002
O  0.491  -0.762  -0.332
C  2.364  0.869  -0.315
C  3.012  0.297  0.967
C  4.201  1.166  1.380
C  3.482  2.392  1.989
C  2.015  2.005  1.789
O  2.021  0.588  1.966
C  1.653  2.136  0.295
C  0.168  2.136  0.083
O  -0.698  2.255  0.925
O  -0.159  2.035  -1.230
H  3.107  1.146  -1.058
H  3.196  -0.774  0.926
H  4.831  1.416  0.528
H  4.819  0.657  2.117
H  3.744  3.337  1.518
H  3.685  2.479  3.055
H  1.306  2.474  2.466
H  2.027  3.074  -0.122
F  -5.562  -2.924  5.271
C  -4.442  -2.690  4.626
C  -3.329  -3.488  4.853
F  -3.394  -4.477  5.717
C  -2.151  -3.230  4.167
F  -1.094  -3.997  4.401
C  -2.060  -2.192  3.252
P  -0.465  -1.864  2.453
C  0.605  -1.351  3.791
C  0.049  -0.398  4.652
C  0.792  0.104  5.704
C  2.091  -0.344  5.907
C  2.651  -1.276  5.045
C  1.919  -1.771  3.978
C  -0.085  -3.337  1.509
C  1.016  -4.172  1.675
C  1.176  -5.270  0.843
C  0.246  -5.538  -0.149
C  -0.858  -4.711  -0.315
C  -1.022  -3.612  0.506
C  -3.185  -1.408  3.054
Br  -3.095  0.046  1.844
C  -4.370  -1.639  3.718
F  -5.432  -0.878  3.506
H  -0.969  -0.050  4.511
H  0.356  0.834  6.372
H  2.669  0.036  6.739
H  3.664  -1.620  5.202
H  2.393  -2.463  3.301
H  1.739  -4.009  2.457
H  2.027  -5.922  0.981
H  0.377  -6.397  -0.794
H  -1.588  -4.923  -1.083
H  -1.880  -2.963  0.364
C  -4.996  3.557  -1.136
Ge  -4.317  3.296  -2.943
C  -4.584  4.814  -4.114
C  -4.874  1.579  -3.683
C  -2.296  3.153  -2.708
Se  -1.870  1.645  -1.640
C  -1.378  0.373  -3.004
H  -6.085  3.613  -1.157
H  -4.622  4.488  -0.710
H  -4.727  2.736  -0.468
H  -5.650  4.925  -4.315
H  -4.072  4.684  -5.066
H  -4.229  5.729  -3.642
H  -5.949  1.589  -3.864
H  -4.678  0.752  -2.996
H  -4.382  1.373  -4.634
H  -1.936  4.024  -2.158
H  -1.758  3.045  -3.650
H  -2.195  0.345  -3.723
H  -1.217  -0.586  -2.516
H  -0.450  0.738  -3.438

Summary:
Lowest unoccupied orbital energy (spin up / spin down) in eV: -7.21 / -7.22
E_tot in Eh: -9497.1658
Relative energy (zero: lowest compared OMol25 entry of this formula, charge and spin) in kcal/mol: 24.26
Charge: +2
Orbital gap (spin up / spin down) in eV: 7.10 / 7.10
Largest force on an atom in eV Å⁻¹: 1.072

Löwdin population analysis, charges in e, atoms 1 to 5: 0.589, 0.106, -0.579, -0.181, -0.073


Entry 3:
Density functional theory data (the ωB97M-V functional and the def2-TZVPD basis) for an isolated molecule of C3H2FNO2 at a distorted geometry.

Atoms and positions in Å:
C  -0.165  -0.313  0.255
C  1.254  0.010  0.434
C  -0.455  0.354  -0.911
H  -1.997  -1.147  0.994
H  2.035  -0.362  1.289
N  1.612  1.002  -0.302
O  -0.940  -1.262  0.789
O  0.475  1.200  -1.263
F  -1.817  0.520  -1.285

Summary:
Lowest unoccupied orbital energy in eV: 0.30
E_tot in Eh: -420.4897
Relative energy (zero: lowest compared OMol25 entry of this formula, charge and spin) in kcal/mol: 69.56
Orbital gap in eV: 9.52
Largest force on an atom in eV Å⁻¹: 4.457

Löwdin population analysis, charges in e, atoms 1 to 5: -0.285, -0.085, -0.252, 0.219, 0.184


Entry 4:
Density functional theory data (the ωB97M-V functional and the def2-TZVPD basis) for a structure of composition C16H48K5O12P at a distorted geometry.

Atoms and positions in Å:
K  -4.542  -3.222  -1.168
K  -0.659  -5.726  1.028
K  -3.480  -2.854  3.598
K  0.184  1.721  3.423
K  2.745  -2.601  -2.623
P  -0.679  -1.224  0.260
O  -0.782  -2.353  -0.810
O  -2.114  -0.678  0.629
O  0.278  -0.060  -0.249
O  -0.138  -1.883  1.559
C  5.367  -5.641  2.202
C  4.342  -4.506  2.584
O  3.590  -4.086  1.419
H  6.063  -5.395  1.400
H  4.835  -6.518  1.834
H  5.995  -5.918  3.049
H  4.846  -3.665  3.060
H  3.610  -4.819  3.329
H  2.845  -3.545  1.691
C  -5.565  3.661  4.491
C  -4.916  3.062  3.254
O  -4.687  1.759  3.484
H  -6.434  3.088  4.815
H  -5.904  4.681  4.311
H  -4.872  3.745  5.328
H  -3.979  3.576  3.040
H  -5.501  3.143  2.337
H  -4.328  1.429  2.658
C  -1.375  -5.724  -6.375
C  -1.569  -5.020  -5.020
O  -1.246  -3.628  -4.982
H  -1.996  -5.259  -7.141
H  -1.674  -6.770  -6.312
H  -0.351  -5.557  -6.711
H  -0.943  -5.589  -4.332
H  -2.600  -5.261  -4.763
H  -1.130  -3.414  -4.053
C  1.094  -2.565  8.197
C  1.134  -3.015  6.746
O  0.181  -2.318  6.020
H  1.349  -1.520  8.375
H  1.887  -3.082  8.736
H  0.215  -2.746  8.816
H  0.958  -4.080  6.590
H  2.061  -2.817  6.207
H  0.523  -2.287  5.124
C  2.757  2.398  -5.685
C  1.784  2.517  -4.560
O  1.657  1.190  -4.096
H  3.758  2.117  -5.357
H  2.871  3.428  -6.023
H  2.419  1.816  -6.542
H  0.815  2.964  -4.783
H  2.227  3.100  -3.753
H  1.362  1.217  -3.183
C  5.464  3.112  1.131
C  4.888  2.020  0.209
O  4.318  0.961  0.925
H  6.263  2.656  1.715
H  4.668  3.471  1.784
H  5.770  3.981  0.550
H  5.680  1.532  -0.359
H  4.183  2.577  -0.409
H  3.497  0.727  0.485
C  -4.155  2.185  -4.486
C  -3.667  1.201  -3.384
O  -4.542  1.308  -2.254
H  -4.145  3.192  -4.069
H  -5.171  1.896  -4.755
H  -3.525  2.193  -5.375
H  -2.645  1.349  -3.036
H  -3.584  0.187  -3.776
H  -3.989  1.031  -1.520
C  -1.518  6.408  -0.271
C  -1.421  5.020  -0.790
O  -0.216  4.443  -0.240
H  -2.312  6.983  -0.749
H  -0.552  6.867  -0.479
H  -1.686  6.497  0.802
H  -1.443  4.920  -1.875
H  -2.286  4.504  -0.373
H  -0.162  3.514  -0.476

Summary:
Lowest unoccupied orbital energy in eV: -6.53
E_tot in Eh: -4881.8163
Relative energy (zero: lowest compared OMol25 entry of this formula, charge and spin) in kcal/mol: 249.41
Charge: +2
Orbital gap in eV: 3.31
Largest force on an atom in eV Å⁻¹: 3.680

Löwdin population analysis, charges in e, atoms 1 to 5: 0.855, 0.853, 0.855, 0.871, 0.882